ORCA calculation (ωB97M-V/def2-TZVPD) on a molecular structure, C13H23I2OP2Tc in a non-equilibrium geometry.

Results
Gap between HOMO and LUMO (spin up / spin down)   5.8 / 4.7 eV
HOMO level (spin up / spin down)   -18.91 / -19.00 eV
ΔE to the lowest compared entry with this formula, charge and spin   0.000 eV
Energy   -52847.09572 eV

Geometry as ORCA input:
```
! wB97M-V def2-TZVPD RIJCOSX def2/J DEFGRID3
* xyz 3 4
I -3.19 0.34 -1.11
I -0.62 0.56 -3.35
Tc -0.46 0.41 -0.01
P -0.72 -1.73 -0.93
C -1.31 -2.68 0.50
C -1.69 -2.55 -2.25
H -1.47 -3.63 -2.20
H 0.91 -3.33 -1.77
H -1.41 -2.16 -3.23
H 1.46 -1.65 -1.99
H -2.23 -2.22 0.89
H -2.76 -2.40 -2.09
C 0.96 -2.34 -1.30
H -1.53 -3.71 0.20
H 1.54 -2.41 -0.38
H -0.54 -2.69 1.28
P -0.49 2.64 -0.78
C -0.75 3.80 0.63
C 1.23 2.99 -1.30
H -1.42 3.10 -3.00
H -1.29 4.58 -1.99
H -2.60 3.39 -1.70
C -1.55 3.51 -1.99
H 1.48 2.37 -2.17
H 1.34 4.05 -1.55
H -0.73 4.85 0.29
H 0.02 3.65 1.40
H 1.90 2.73 -0.46
H -1.73 3.60 1.07
C -1.37 0.98 1.54
O -1.93 1.35 2.51
C 2.57 -2.18 2.90
C 1.24 -1.93 3.26
C 0.47 -1.02 2.54
C 0.96 -0.37 1.39
C 2.33 -0.55 1.09
C 3.10 -1.47 1.82
H 3.16 -2.91 3.45
H 0.78 -2.45 4.11
H -0.57 -0.87 2.88
H 2.77 0.00 0.26
H 4.15 -1.63 1.55
*
```

---

ORCA calculation (ωB97M-V/def2-TZVPD) on a molecular structure, C13H23KNOSi2.

Results
Gap between HOMO and LUMO   4.3 eV
HOMO level   -2.31 eV
ΔE to the lowest compared entry with this formula, charge and spin   0.000 eV
Energy   -49472.57822 eV

Geometry as ORCA input:
```
! wB97M-V def2-TZVPD RIJCOSX def2/J DEFGRID3
* xyz -1 1
K -1.10 0.28 0.93
C 0.43 2.36 -2.82
Si 0.93 0.92 -1.64
C 2.86 1.22 -1.70
C 0.76 -0.57 -2.91
C 1.56 -0.48 -4.06
C 1.56 -1.44 -5.07
C 0.73 -2.55 -4.94
C -0.08 -2.65 -3.83
C -0.10 -1.69 -2.80
Si -1.39 -2.05 -1.37
C -2.97 -2.38 -2.43
C -0.94 -3.91 -1.00
H 1.00 2.36 -3.76
H 0.60 3.32 -2.32
H -0.63 2.31 -3.08
H 3.21 1.40 -2.72
H 3.46 0.40 -1.29
H 3.10 2.12 -1.12
H 2.21 0.38 -4.19
H 2.20 -1.32 -5.94
H 0.71 -3.31 -5.71
H -0.73 -3.51 -3.75
H -2.85 -3.20 -3.15
H -3.25 -1.48 -2.98
H -3.80 -2.64 -1.76
H -0.95 -4.54 -1.90
H -1.65 -4.34 -0.28
H 0.06 -4.01 -0.56
C 2.51 -2.16 0.10
N 2.03 -1.46 1.29
C 2.65 -0.20 1.62
C 0.92 -1.85 1.93
O 0.35 -1.20 2.80
H 3.57 -2.37 0.20
H 2.33 -1.56 -0.79
H 1.97 -3.10 0.00
H 3.74 -0.32 1.62
H 2.32 0.12 2.60
H 2.37 0.56 0.88
H 0.53 -2.82 1.57
*
```

---

ORCA calculation (ωB97M-V/def2-TZVPD) on a molecular structure, C13H23MoO4P in a non-equilibrium geometry.

Results
Gap between HOMO and LUMO (spin up / spin down)   6.7 / 5.3 eV
HOMO level (spin up / spin down)   -25.63 / -25.53 eV
Energy   -33132.84770 eV

Geometry as ORCA input:
```
! wB97M-V def2-TZVPD RIJCOSX def2/J DEFGRID3
* xyz 4 3
Mo 0.51 -1.72 1.42
C 2.45 -1.33 0.96
O 3.55 -1.13 0.60
C 0.61 -2.77 -0.34
O 0.59 -3.28 -1.38
C -1.37 -2.45 1.08
O -2.40 -2.87 0.71
C 1.26 0.82 -1.41
P 0.00 0.11 -0.23
H -0.67 2.19 0.77
H 2.18 0.87 -0.81
C -1.60 0.52 -1.09
H -1.46 1.56 -1.44
C 0.91 2.22 -1.89
H 0.65 2.90 -1.07
H 0.09 2.23 -2.62
H 1.79 2.64 -2.41
C 1.57 -0.09 -2.61
H 0.72 -0.18 -3.29
C -0.84 0.67 2.37
H 1.89 -1.09 -2.32
H 2.39 0.37 -3.18
C 1.31 1.80 1.58
H -0.44 -0.31 2.76
H -0.84 1.35 3.24
H -1.90 0.52 2.19
C -0.09 1.33 1.19
H 1.30 2.14 2.63
H 1.65 2.61 0.92
H 2.02 0.96 1.50
C -2.81 0.51 -0.17
H -3.01 -0.50 0.23
H -3.71 0.82 -0.73
H -2.71 1.21 0.67
C -1.87 -0.35 -2.31
H -1.89 -1.42 -2.05
H -1.14 -0.20 -3.11
H -2.85 -0.10 -2.73
H 1.18 -0.88 3.44
H 1.10 -1.71 3.38
O 1.04 -4.45 3.11
C 0.80 -3.53 2.44
*
```

---

ORCA calculation (ωB97M-V/def2-TZVPD) on 3 unconnected molecules or ions with the total composition C13H23N2 in a non-equilibrium geometry.

Results
Gap between HOMO and LUMO   9.5 eV
HOMO level   -12.44 eV
ΔE to the lowest compared entry with this formula, charge and spin   5.299 eV
Energy   -16822.18540 eV

Geometry as ORCA input:
```
! wB97M-V def2-TZVPD RIJCOSX def2/J DEFGRID3
* xyz 1 1
C -5.02 -2.09 -1.82
C 5.95 -1.27 0.52
C -2.10 2.28 1.27
C 2.43 2.60 0.52
C -4.72 -1.14 -0.69
C 4.87 -1.38 -0.22
C -0.82 2.09 1.21
C 2.68 1.37 0.33
C -4.46 -1.56 0.54
C 4.05 -0.24 -0.76
C -0.15 0.67 1.24
C 2.94 0.12 0.17
C -0.31 0.08 -0.07
N 0.40 0.57 -1.10
N -1.30 -0.76 -0.29
H -6.16 -2.27 -1.70
H -4.70 -1.65 -2.85
H 6.34 -2.11 0.92
H 6.44 -0.29 0.54
H -2.55 3.28 1.28
H -3.00 1.54 1.44
H 2.02 3.29 -0.10
H 2.83 3.06 1.52
H -4.86 -0.11 -1.15
H 4.25 -2.30 -0.13
H -0.19 2.89 0.88
H -4.30 -0.85 1.37
H -4.44 -2.66 0.89
H 4.57 0.69 -0.93
H 3.57 -0.40 -1.67
H -0.71 0.05 1.95
H 0.81 1.02 1.52
H 2.31 -0.62 0.63
H 1.37 0.77 -0.76
H 0.11 0.43 -1.99
H -1.55 -0.98 -1.33
H -2.07 -1.07 0.39
H -4.54 -3.06 -1.60
*
```

---

ORCA calculation (ωB97M-V/def2-TZVPD) on a molecular structure, C13H24BiN6SSe2Te2.

Results
Gap between HOMO and LUMO   7.0 eV
HOMO level   -9.91 eV
ΔE to the lowest compared entry with this formula, charge and spin   0.137 eV
Energy   -184762.66012 eV

Geometry as ORCA input:
```
! wB97M-V def2-TZVPD RIJCOSX def2/J DEFGRID3
* xyz 1 1
Bi 0.64 1.22 -0.35
C 0.31 -2.03 -1.52
C 1.64 -1.82 -2.23
N 2.18 -0.46 -2.08
C 3.60 -0.41 -1.74
C 3.87 -0.88 -0.31
S 2.87 -0.04 0.95
C 1.98 -1.42 1.73
C 1.19 -2.32 0.78
N 0.33 -1.58 -0.12
H 0.05 -3.09 -1.61
H -0.49 -1.47 -2.02
H 1.51 -2.07 -3.29
H 2.37 -2.53 -1.84
H 2.04 0.08 -2.92
H 3.93 0.62 -1.84
H 4.21 -1.03 -2.41
H 4.91 -0.68 -0.06
H 3.71 -1.95 -0.19
H 1.31 -0.91 2.43
H 2.70 -2.00 2.30
H 0.62 -3.02 1.40
H 1.88 -2.94 0.21
H -0.64 -1.54 0.22
Se 0.24 2.07 2.18
Te 1.32 4.36 2.26
Te 3.55 3.72 0.94
Se 2.32 3.14 -1.17
C -2.69 -3.11 2.25
C -2.79 -1.65 2.02
N -2.42 -1.01 0.92
C -2.71 0.32 1.14
C -3.25 0.49 2.38
N -3.30 -0.77 2.92
H -2.21 -3.58 1.39
H -3.68 -3.56 2.37
H -2.12 -3.34 3.15
H -2.52 1.07 0.39
H -3.57 1.36 2.92
H -3.66 -1.01 3.83
N -2.64 4.50 -1.39
C -2.59 3.85 -2.60
C -1.69 2.85 -2.43
N -1.19 2.89 -1.14
C -1.78 3.89 -0.55
H -3.21 5.31 -1.17
H -3.18 4.15 -3.44
H -1.36 2.12 -3.15
H -1.61 4.20 0.47
*
```

---

ORCA calculation (ωB97M-V/def2-TZVPD) on 7 unconnected molecules or ions with the total composition C13H24Br12Cl4 in a non-equilibrium geometry.

Results
Gap between HOMO and LUMO   10.2 eV
HOMO level   -10.11 eV
SMILES   ClC(Cl)(Cl)Cl.BrCCBr.BrCCBr.BrCCBr.BrCCBr.BrCCBr.BrCCBr
ΔE to the lowest compared entry with this formula, charge and spin   0.000 eV
Energy   -904470.03507 eV

Geometry as ORCA input:
```
! wB97M-V def2-TZVPD RIJCOSX def2/J DEFGRID3
* xyz 0 1
Cl -3.98 3.02 -3.20
C -4.16 1.37 -3.91
Cl -3.06 1.28 -5.29
Cl -3.71 0.10 -2.82
Cl -5.81 1.06 -4.38
Br 3.96 1.09 -3.05
C 3.44 1.84 -1.33
C 3.50 3.32 -1.44
Br 2.97 4.21 0.21
H 4.06 1.39 -0.60
H 2.44 1.43 -1.14
H 2.87 3.60 -2.30
H 4.48 3.59 -1.67
Br -3.45 0.10 0.64
C -4.30 -0.49 2.33
C -4.82 0.65 3.05
Br -6.31 0.26 4.18
H -3.51 -1.01 2.83
H -5.05 -1.21 2.05
H -5.21 1.39 2.33
H -4.06 1.12 3.68
Br 2.61 -4.16 -1.54
C 3.56 -2.62 -0.80
C 4.30 -2.98 0.47
Br 5.14 -1.44 1.23
H 2.70 -1.96 -0.52
H 4.20 -2.15 -1.50
H 5.05 -3.73 0.23
H 3.63 -3.28 1.28
Br -0.01 2.74 -2.11
C -0.68 3.15 -0.26
C -1.00 4.61 0.01
Br -2.92 5.06 -0.35
H 0.12 2.81 0.34
H -1.57 2.47 -0.19
H -0.46 5.33 -0.60
H -0.90 4.78 1.12
Br 1.24 -0.19 0.94
C 0.27 -1.19 -0.42
C 0.52 -0.85 -1.85
Br -0.57 -2.04 -2.91
H -0.80 -1.07 -0.16
H 0.62 -2.16 -0.24
H 1.58 -1.00 -2.14
H 0.14 0.18 -2.06
Br -1.70 -3.42 1.56
C 0.18 -3.96 2.12
C 0.52 -3.16 3.33
Br 2.29 -3.62 3.90
H 0.81 -3.71 1.25
H 0.31 -5.06 2.24
H -0.04 -3.35 4.23
H 0.54 -2.10 3.23
*
```

---

ORCA calculation (ωB97M-V/def2-TZVPD) on a molecular structure, C13H24Cl2NO4P2Pb in a non-equilibrium geometry.

Results
Gap between HOMO and LUMO (spin up / spin down)   4.6 / 5.3 eV
HOMO level (spin up / spin down)   -18.65 / -18.65 eV
ΔE to the lowest compared entry with this formula, charge and spin   0.158 eV
Energy   -72390.95422 eV

Geometry as ORCA input:
```
! wB97M-V def2-TZVPD RIJCOSX def2/J DEFGRID3
* xyz 3 1
Pb 1.50 -1.33 0.55
P -1.12 -1.73 1.68
C -2.29 -1.34 0.40
C -2.13 -0.13 -0.30
N -0.85 0.46 -0.29
C -0.60 1.63 -0.98
C -1.66 2.42 -1.40
C -2.96 1.89 -1.42
C -3.17 0.61 -0.92
C 0.84 2.09 -0.96
P 2.15 0.84 -1.32
H -4.18 0.19 -0.86
H -1.49 3.47 -1.65
H -3.80 2.47 -1.83
H 0.97 2.90 -1.69
H 1.06 2.45 0.06
H -2.70 -4.98 -3.00
H -3.13 -2.03 0.22
H 0.99 -1.18 -3.64
O -2.46 -4.64 -2.14
H -2.76 -5.35 -1.54
H -0.27 0.37 0.60
O 0.58 -2.05 -3.69
H -0.19 -2.03 -3.06
C 2.18 0.98 -3.18
H 2.78 1.83 -3.55
H 2.61 0.05 -3.60
H 1.15 1.09 -3.54
C 3.65 1.83 -0.98
H 4.54 1.21 -1.18
H 3.71 2.72 -1.62
H 3.69 2.14 0.07
C -1.46 -0.51 3.01
H -2.45 -0.70 3.46
H -0.69 -0.60 3.79
H -1.43 0.53 2.64
C -1.74 -3.28 2.39
H -0.96 -3.66 3.07
H -2.68 -3.13 2.94
H -1.89 -4.00 1.58
Cl 3.22 3.00 2.74
C 2.64 1.56 3.58
Cl 1.38 1.87 4.77
C 2.11 0.57 2.50
O 2.80 -0.49 2.32
O 1.05 0.88 1.88
H 3.48 1.09 4.08
*
```

---

ORCA calculation (ωB97M-V/def2-TZVPD) on a molecular structure, C13H24Cl2NO4P2Sn in a non-equilibrium geometry.

Results
Gap between HOMO and LUMO   7.8 eV
HOMO level   -10.53 eV
ΔE to the lowest compared entry with this formula, charge and spin   0.000 eV
Energy   -73000.80213 eV

Geometry as ORCA input:
```
! wB97M-V def2-TZVPD RIJCOSX def2/J DEFGRID3
* xyz 1 1
Sn 0.26 -1.44 -0.48
P -1.54 -0.21 -1.93
C -0.60 1.33 -2.30
C -0.31 2.11 -1.04
N 0.15 1.37 -0.02
C 0.49 1.96 1.12
C 0.35 3.34 1.31
C -0.14 4.12 0.27
C -0.47 3.50 -0.93
C 1.01 1.07 2.24
P 1.65 -0.53 1.60
H -0.86 4.03 -1.81
H 0.65 3.74 2.28
H -0.25 5.20 0.39
H 1.79 1.59 2.81
H 0.18 0.83 2.93
H 0.40 0.96 -2.69
H -1.15 1.92 -3.04
H 2.61 -0.60 -2.17
O 2.05 0.16 -2.55
H 2.14 0.11 -3.52
H 2.39 -2.25 -0.96
O 3.24 -1.83 -1.29
H 3.80 -2.58 -1.57
C 3.41 -0.17 1.30
H 3.89 0.17 2.23
H 3.92 -1.07 0.92
H 3.50 0.62 0.54
C 1.56 -1.65 3.03
H 1.87 -2.65 2.71
H 2.22 -1.30 3.84
H 0.53 -1.69 3.40
C -3.06 0.29 -1.08
H -3.64 0.94 -1.74
H -3.65 -0.61 -0.83
H -2.81 0.81 -0.15
C -2.07 -0.84 -3.54
H -2.47 -1.85 -3.39
H -2.87 -0.20 -3.95
H -1.23 -0.88 -4.24
Cl -2.90 -2.49 3.75
C -2.84 -2.92 2.04
Cl -4.34 -2.63 1.13
C -1.73 -2.10 1.35
O -0.99 -2.84 0.58
O -1.59 -0.87 1.50
H -2.56 -3.97 1.93
*
```

---

ORCA calculation (ωB97M-V/def2-TZVPD) on 2 unconnected molecules or ions with the total composition C13H24ClFN3O6S in a non-equilibrium geometry.

Results
Gap between HOMO and LUMO   8.2 eV
HOMO level   -5.49 eV
Energy   -56699.69796 eV

Geometry as ORCA input:
```
! wB97M-V def2-TZVPD RIJCOSX def2/J DEFGRID3
* xyz -1 1
C 0.42 -2.63 1.79
C -0.57 -2.87 0.69
O 0.05 -3.44 -0.44
C -0.74 -3.34 -1.60
C -0.04 -2.26 -2.43
O 0.35 -1.29 -1.47
C 0.92 -0.11 -1.82
C 1.82 0.38 -0.66
N 2.55 -0.80 -0.18
C 1.15 1.15 0.48
C 2.08 2.30 0.88
N 2.34 2.40 2.32
C -0.27 1.62 0.16
C -1.32 0.57 0.37
C -2.78 1.06 0.45
C -3.26 2.07 -0.56
Cl -3.79 -0.42 0.26
O -0.62 2.78 0.98
C -0.70 2.57 2.24
N -0.85 2.39 3.39
O -0.29 2.21 -1.15
S -0.22 1.19 -2.38
O 0.40 1.90 -3.46
O -1.52 0.64 -2.62
H -0.13 -2.53 2.72
H 0.92 -1.68 1.61
H 1.14 -3.42 1.88
H -0.91 -1.88 0.43
H -1.46 -3.44 0.97
H -1.75 -3.04 -1.35
H -0.75 -4.27 -2.15
H 0.85 -2.67 -2.89
H -0.67 -1.84 -3.21
H 1.57 -0.24 -2.68
H 2.55 1.01 -1.15
H 2.49 -0.94 0.83
H 3.53 -0.68 -0.37
H 1.07 0.48 1.33
H 3.03 2.19 0.38
H 1.65 3.24 0.54
H 3.32 2.24 2.51
H 1.80 1.75 2.86
H -1.27 -0.20 -0.37
H -1.11 0.07 1.30
H -2.98 1.38 1.46
H -4.22 2.44 -0.22
H -2.61 2.93 -0.61
H -3.41 1.63 -1.52
F 2.24 -0.62 2.42
*
```

---

ORCA calculation (ωB97M-V/def2-TZVPD) on a molecular structure, C13H24FLuNO7P2S2 in a non-equilibrium geometry.

Results
Gap between HOMO and LUMO   1.3 eV
HOMO level   -15.16 eV
Energy   -106247.84587 eV

Geometry as ORCA input:
```
! wB97M-V def2-TZVPD RIJCOSX def2/J DEFGRID3
* xyz 3 1
C 4.70 2.02 1.57
C 3.73 2.14 0.40
N 3.88 0.98 -0.52
C 3.43 -0.34 0.00
C 4.32 -1.49 -0.50
C 3.49 1.23 -1.80
S 4.80 1.26 -2.95
S 1.99 1.59 -2.41
C 0.79 1.59 -1.08
C -0.36 0.60 -1.37
C -1.66 1.08 -0.69
C -2.49 -0.08 -0.05
C -2.61 0.09 1.48
P -1.07 -0.20 2.41
O 0.13 -0.04 1.58
O -1.17 0.84 3.59
O -1.13 -1.62 3.11
O -2.14 -1.36 -0.55
C -2.66 -1.45 -1.81
O -2.40 -2.25 -2.59
O -3.57 -0.43 -1.99
C -3.88 0.02 -0.70
F -4.39 1.27 -0.68
P -5.37 -1.13 -0.10
C -4.82 -2.57 0.84
O -5.98 -1.71 -1.44
H 4.85 2.99 2.03
H 4.27 1.38 2.33
H 5.63 1.56 1.27
H 3.96 3.05 -0.14
H 2.73 2.22 0.81
H 3.47 -0.31 1.08
H 2.40 -0.54 -0.30
H 4.46 -2.23 0.26
H 5.29 -1.07 -0.75
H 3.90 -1.94 -1.40
H 1.25 1.28 -0.16
H 0.41 2.60 -0.97
H -0.05 -0.36 -0.98
H -0.51 0.52 -2.44
H -1.38 1.77 0.10
H -2.24 1.60 -1.43
H -2.91 1.11 1.66
H -3.38 -0.53 1.92
H -0.95 0.42 4.44
H -1.74 -2.22 2.66
H -3.88 -2.41 1.34
H -5.56 -2.81 1.60
H -4.74 -3.44 0.19
H -5.80 -2.65 -1.59
Lu 4.93 -0.05 -5.24
*
```